Record 1
{"formula": "C13H21N2", "method": "wB97M-V/def2-TZVPD", "species": ["C", "C", "C", "C", "C", "C", "C", "C", "C", "C", "C", "C", "C", "N", "N", "H", "H", "H", "H", "H", "H", "H", "H", "H", "H", "H", "H", "H", "H", "H", "H", "H", "H", "H", "H", "H"], "xyz": [[0.065, -0.756, 0.032], [-1.122, -1.380, -0.045], [-1.525, 0.790, -0.122], [1.461, -1.155, 0.203], [2.488, -0.374, 0.032], [0.673, 1.729, -0.061], [-1.496, -2.791, -0.148], [-2.274, 2.066, -0.001], [1.688, -2.542, 0.733], [3.883, -0.412, 0.014], [0.812, 2.429, 1.275], [1.018, 2.259, -1.406], [-3.512, -0.718, -0.414], [-0.253, 0.636, -0.009], [-2.065, -0.435, -0.342], [-1.832, -3.101, 0.855], [-2.473, -2.890, -0.747], [-0.593, -3.287, -0.506], [-2.485, 2.268, 0.991], [-1.687, 2.906, -0.438], [-3.156, 2.057, -0.607], [0.802, -2.684, 1.405], [2.625, -2.596, 1.167], [1.782, -3.428, 0.122], [4.187, -1.436, -0.397], [4.332, -0.400, 1.008], [4.516, 0.315, -0.659], [1.732, 3.044, 1.334], [0.892, 1.731, 2.046], [-0.059, 3.057, 1.299], [1.191, 1.562, -2.169], [1.799, 2.941, -1.261], [0.247, 2.932, -1.865], [-3.830, -0.680, 0.568], [-4.139, 0.029, -0.954], [-3.694, -1.684, -0.935]], "lowdin_charge": [-0.059, -0.215, -0.224, -0.234, -0.008, -0.242, 0.007, 0.057, -0.023, -0.101, -0.004, -0.026, 0.034, 0.067, 0.013, 0.111, 0.100, 0.092, 0.082, 0.108, 0.085, 0.108, 0.055, 0.091, 0.118, 0.090, 0.130, 0.106, 0.068, 0.072, 0.073, 0.071, 0.102, 0.085, 0.114, 0.099], "homo_lumo_gap_ev": [8.429, 8.532], "total_charge": 1, "total_energy_ev": -16791.3227, "e_homo_ev": [-11.31, -11.37]}

Record 2
{"formula": "C13H21NO2", "method": "wB97M-V/def2-TZVPD", "species": ["C", "C", "C", "C", "C", "C", "C", "C", "C", "C", "C", "C", "C", "H", "H", "H", "H", "H", "H", "H", "H", "H", "H", "H", "H", "H", "H", "H", "H", "H", "H", "H", "H", "H", "N", "O", "O"], "xyz": [[2.531, 3.277, -0.358], [2.784, 1.833, -0.748], [2.827, -0.393, 0.126], [3.907, -1.235, 0.240], [3.765, -2.620, 0.052], [2.492, -3.155, -0.053], [1.402, -2.297, -0.220], [1.511, -0.909, -0.154], [-0.140, 0.375, 0.994], [-1.332, 1.340, 0.728], [-2.406, 0.654, -0.160], [-3.071, -0.582, 0.619], [-5.295, -0.589, -0.544], [1.449, 3.439, 0.106], [3.249, 3.522, 0.498], [2.844, 3.886, -1.329], [3.733, 1.613, -1.338], [1.911, 1.491, -1.330], [4.887, -0.703, 0.238], [4.718, -3.274, -0.215], [2.429, -4.269, -0.169], [0.332, -2.615, -0.355], [0.595, 0.916, 1.682], [-0.431, -0.506, 1.612], [-1.779, 1.663, 1.666], [-0.913, 2.209, 0.296], [-3.122, 1.450, -0.438], [-1.816, 0.031, -1.039], [-2.259, -1.311, 1.056], [-3.732, -0.144, 1.473], [-3.511, -1.697, -1.116], [-5.152, 0.346, -1.114], [-5.706, -0.146, 0.404], [-6.022, -1.199, -1.027], [-4.012, -1.256, -0.259], [2.921, 1.025, 0.420], [0.414, -0.172, -0.246]], "lowdin_charge": [-0.093, -0.305, -0.167, -0.033, -0.108, -0.108, -0.009, -0.270, -0.157, -0.181, -0.178, -0.261, -0.143, 0.103, 0.085, 0.112, 0.139, 0.113, 0.131, 0.144, 0.115, 0.135, 0.142, 0.114, 0.113, 0.078, 0.100, 0.154, 0.129, 0.130, 0.141, 0.061, 0.086, 0.056, -0.185, -0.111, -0.073], "homo_lumo_gap_ev": 9.253, "smiles": "CCOc1ccccc1OCCCCNC", "total_charge": 0, "total_energy_ev": -19403.4091, "e_homo_ev": -8.27}

Record 3
{"formula": "C13H22AlBrF2N2O3S", "method": "wB97M-V/def2-TZVPD", "species": ["O", "C", "O", "C", "C", "C", "C", "C", "N", "C", "Br", "H", "H", "H", "H", "H", "H", "H", "H", "H", "H", "H", "C", "S", "O", "C", "H", "H", "H", "H", "H", "H", "N", "C", "C", "C", "C", "H", "H", "H", "H", "H", "F", "F", "Al"], "xyz": [[2.772, -0.897, 1.498], [1.930, -0.261, 2.340], [1.107, 0.854, 1.825], [0.093, 1.253, 2.855], [-1.310, 1.544, 2.058], [-2.469, 0.402, 2.248], [-2.636, -0.385, 3.676], [-3.788, -1.474, 3.147], [-3.730, -1.677, 1.762], [-2.598, -0.838, 1.184], [-1.005, -2.088, 1.124], [1.924, -0.606, 3.477], [0.471, 2.311, 3.258], [0.024, 0.457, 3.712], [-1.038, 1.566, 0.900], [-1.730, 2.625, 2.339], [-3.464, 1.053, 2.220], [-3.269, 0.324, 4.385], [-1.709, -0.886, 4.188], [-4.611, -2.012, 3.799], [-4.406, -2.322, 1.253], [-2.695, -0.433, 0.081], [1.283, -3.534, -3.705], [1.849, -4.038, -2.063], [0.728, -4.790, -1.410], [1.872, -2.373, -1.356], [1.160, -4.428, -4.321], [0.325, -3.014, -3.628], [2.028, -2.880, -4.165], [0.878, -1.925, -1.423], [2.598, -1.758, -1.892], [2.166, -2.445, -0.306], [2.165, 2.305, -1.051], [3.187, 3.123, -1.457], [2.706, 3.944, -2.452], [1.344, 3.614, -2.649], [1.035, 2.601, -1.769], [2.233, 1.596, -0.333], [4.167, 3.050, -1.005], [3.274, 4.700, -2.978], [0.661, 4.067, -3.356], [0.112, 2.066, -1.593], [-0.311, -4.036, -5.850], [-0.311, 3.080, -4.783], [-3.011, 2.562, 0.215]], "lowdin_charge": [-0.032, -0.136, -0.150, -0.129, -0.235, -0.364, -0.053, 0.128, 0.048, -0.564, 0.799, 0.188, 0.171, 0.127, 0.042, 0.107, 0.095, 0.161, 0.149, 0.196, 0.213, 0.118, -0.245, 0.930, -0.480, -0.282, 0.050, 0.065, 0.074, 0.029, 0.067, 0.025, 0.044, -0.039, -0.029, -0.038, -0.065, 0.131, 0.136, 0.122, 0.083, 0.102, -0.321, -0.394, 1.155], "homo_lumo_gap_ev": 1.870, "total_charge": 2, "total_energy_ev": -115836.2416, "e_homo_ev": -12.43}

Record 4
{"formula": "C13H22AlCl6N2OS", "method": "wB97M-V/def2-TZVPD", "species": ["C", "C", "Cl", "C", "Cl", "Al", "C", "C", "C", "C", "C", "C", "C", "S", "C", "N", "N", "C", "O", "H", "H", "H", "H", "H", "H", "H", "H", "H", "H", "H", "H", "H", "H", "H", "H", "H", "H", "H", "H", "H", "H", "C", "Cl", "Cl", "Cl", "Cl"], "xyz": [[-3.348, 1.738, 1.394], [-2.869, 2.533, 0.022], [-3.084, 4.368, 0.423], [-3.812, 2.238, -1.286], [-5.590, 2.388, -0.778], [-3.559, 0.397, -2.151], [-2.858, -1.068, -0.889], [-1.283, -0.716, -0.579], [-0.517, -1.848, 0.364], [1.090, -1.756, -0.056], [2.076, -1.401, 1.219], [3.355, -0.539, 0.646], [4.136, 0.348, 1.799], [4.645, 2.028, 1.045], [3.098, 3.132, 1.142], [2.592, 3.890, 2.372], [1.416, 4.587, 2.143], [1.074, 4.325, 0.691], [2.115, 3.468, 0.093], [-4.112, 0.865, 1.171], [-3.813, 2.535, 2.148], [-2.399, 1.303, 1.951], [-1.706, 2.412, -0.196], [-3.521, 3.048, -2.113], [-4.927, -0.032, -2.889], [-2.468, 0.519, -3.333], [-2.848, -2.080, -1.521], [-3.514, -1.262, 0.061], [-0.759, -0.565, -1.632], [-1.164, 0.308, -0.009], [-0.981, -2.919, 0.162], [-0.711, -1.498, 1.485], [1.250, -0.868, -0.838], [1.438, -2.734, -0.602], [2.510, -2.437, 1.608], [1.533, -0.904, 2.128], [3.032, 0.224, -0.191], [4.083, -1.314, 0.124], [3.510, 0.480, 2.786], [5.139, -0.212, 2.051], [0.091, 4.784, 0.200], [2.332, -5.553, -2.033], [2.871, -7.148, -1.447], [0.708, -5.202, -1.390], [3.473, -4.301, -1.481], [2.276, -5.563, -3.814]], "lowdin_charge": [-0.185, -0.708, 0.399, -0.775, 0.404, 0.167, -0.334, -0.314, -0.195, -0.220, -0.213, -0.269, -0.457, 0.805, -0.439, -0.054, -0.026, -0.029, -0.119, 0.070, 0.065, 0.076, 0.093, 0.071, -0.113, -0.102, 0.056, 0.043, 0.090, 0.079, 0.094, 0.108, 0.106, 0.016, 0.112, 0.108, 0.091, 0.111, 0.097, 0.085, 0.134, -2.000, 0.501, 0.541, 0.520, 0.511], "homo_lumo_gap_ev": 6.748, "total_charge": -1, "total_energy_ev": -111424.9027, "e_homo_ev": -5.18}

Record 5
{"formula": "C13H22BF3NO5SV", "method": "wB97M-V/def2-TZVPD", "species": ["C", "C", "C", "C", "B", "C", "S", "C", "C", "O", "C", "C", "C", "C", "F", "F", "F", "C", "N", "C", "O", "O", "H", "H", "H", "H", "H", "H", "H", "H", "H", "H", "H", "H", "H", "H", "H", "H", "H", "H", "H", "H", "H", "H", "O", "V", "O"], "xyz": [[-3.623, 0.043, -0.753], [-2.812, -1.011, -1.601], [-1.518, -0.291, -2.159], [-0.240, -1.224, -2.188], [0.991, -0.660, -1.237], [1.432, 0.892, -1.751], [2.380, 1.792, -0.520], [1.734, 3.508, -0.439], [0.173, 3.579, -0.591], [0.687, -0.829, 0.190], [1.154, -2.127, 0.487], [0.944, -2.706, 1.923], [0.791, -1.622, 3.046], [0.112, -2.288, 4.298], [-1.191, -1.957, 4.423], [0.752, -1.871, 5.442], [0.270, -3.647, 4.307], [2.578, -2.150, -0.192], [3.783, -1.793, 0.602], [3.613, -0.863, 1.377], [3.572, 0.015, 2.098], [2.290, -1.366, -1.343], [-3.956, 0.840, -1.460], [-2.933, 0.493, -0.010], [-4.544, -0.383, -0.297], [-3.444, -1.307, -2.466], [-2.467, -1.862, -0.975], [-1.740, 0.123, -3.176], [-1.316, 0.576, -1.485], [0.112, -1.357, -3.244], [-0.586, -2.236, -1.859], [2.104, 0.727, -2.631], [0.569, 1.505, -2.088], [2.048, 3.922, 0.549], [2.226, 4.106, -1.247], [-0.267, 4.532, -0.217], [-0.062, 3.508, -1.677], [-0.258, 2.703, -0.055], [0.589, -2.861, -0.153], [1.774, -3.417, 2.151], [0.001, -3.304, 1.894], [1.771, -1.255, 3.408], [0.095, -0.824, 2.714], [2.817, -3.193, -0.519], [-3.223, 3.531, -0.677], [-3.444, 5.218, -0.833], [-3.677, 6.898, -0.990]], "lowdin_charge": [-0.121, -0.236, -0.206, -0.032, -0.825, -0.287, 1.059, -0.470, -0.160, 0.027, -0.266, -0.088, -0.039, -0.555, 0.127, 0.088, 0.098, -0.251, 0.196, -0.362, 0.196, 0.047, 0.066, 0.067, 0.069, 0.103, 0.099, 0.117, 0.086, 0.117, 0.106, 0.105, 0.063, 0.083, 0.088, 0.070, 0.074, 0.081, 0.146, 0.135, 0.127, 0.115, 0.133, 0.162, -0.606, 1.065, -0.612], "homo_lumo_gap_ev": 2.091, "total_charge": 0, "total_energy_ev": -70910.0205, "e_homo_ev": -7.70}

Record 6
{"formula": "C13H22BHoNO2", "method": "wB97M-V/def2-TZVPD", "species": ["C", "C", "C", "C", "C", "Ho", "N", "C", "C", "H", "H", "H", "H", "H", "H", "H", "H", "H", "H", "C", "C", "C", "O", "B", "O", "C", "C", "C", "H", "H", "H", "H", "H", "H", "H", "H", "H", "H", "H", "H"], "xyz": [[1.048, 0.230, -1.569], [0.330, -0.594, -2.495], [0.990, -1.865, -2.556], [2.083, -1.864, -1.619], [2.143, -0.533, -1.023], [0.230, -1.545, -0.086], [-0.173, 0.144, 1.365], [-1.931, 1.905, 0.929], [-2.026, 1.053, -0.136], [0.779, -2.673, -3.271], [-0.418, -0.208, -3.190], [2.816, -2.665, -1.478], [2.882, -0.165, -0.323], [0.838, 1.305, -1.397], [-1.421, 1.208, -1.049], [-1.218, 2.745, 0.843], [-0.072, 1.154, 1.375], [-2.435, 0.024, -0.077], [-2.578, 1.914, 1.829], [2.457, -1.342, 4.349], [1.323, -2.094, 3.689], [1.682, -3.551, 3.602], [1.052, -1.606, 2.329], [0.093, -0.510, 2.590], [-0.370, -0.407, 3.898], [-0.040, -1.697, 4.456], [-1.167, -2.688, 4.125], [-0.021, -1.509, 5.971], [3.407, -1.435, 3.800], [2.633, -1.792, 5.342], [2.246, -0.271, 4.513], [2.680, -3.680, 3.154], [1.721, -3.973, 4.613], [0.964, -4.123, 3.002], [-1.031, -3.613, 4.711], [-2.118, -2.201, 4.409], [-1.206, -2.943, 3.045], [0.680, -0.734, 6.309], [-1.034, -1.198, 6.262], [0.206, -2.454, 6.477]], "lowdin_spin": [-0.002, 0.017, 0.035, 0.013, -0.005, 3.650, -0.001, 0.002, 0.016, 0.012, 0.005, 0.007, 0.000, 0.000, 0.001, 0.000, 0.000, 0.026, 0.001, 0.004, 0.002, 0.029, 0.028, 0.033, 0.004, 0.003, 0.036, 0.003, 0.001, 0.001, 0.000, 0.005, 0.002, 0.024, 0.004, 0.004, 0.038, 0.001, 0.000, 0.001], "homo_lumo_gap_ev": [2.818, 5.275], "total_charge": -1, "s2": 6.02, "total_energy_ev": -45896.6300, "multiplicity": 5, "e_homo_ev": [0.03, -2.49]}